Computed, not measured: 9 unconnected molecules or ions with the total composition C52H126BF4N6O10, with ωB97M-V/def2-TZVPD.

Summary:
E_HOMO (eV): -8.418
ΔE to the lowest compared entry with this formula, charge and spin (kcal per mole): 148.9
Charge: +3

Each line ends with the Mulliken charge.
Positions of all 199 atoms, in Å:
C 8.990 -16.475 13.787  -1.200
C 9.991 -15.249 13.772  -0.084
N 10.454 -14.697 15.175  -0.062
C 9.309 -14.571 16.129  -1.062
C 11.496 -15.683 15.782  -0.454
C 12.217 -15.374 17.088  -0.861
C 10.910 -13.206 14.986  -1.066
C 12.166 -12.976 14.073  -0.075
O 13.301 -13.441 14.805  0.652
C 14.461 -13.360 14.064  -0.547
H 9.209 -17.165 14.602  0.331
H 9.093 -16.964 12.818  0.366
H 7.939 -16.255 13.971  0.393
H 9.632 -14.402 13.188  0.389
H 10.923 -15.505 13.268  0.094
H 9.535 -14.100 17.086  0.401
H 8.888 -15.518 16.468  0.391
H 8.533 -14.058 15.560  0.486
H 12.198 -15.951 14.992  0.309
H 10.861 -16.560 15.904  0.715
H 12.706 -16.304 17.379  0.455
H 11.477 -15.101 17.839  0.410
H 13.038 -14.657 17.111  -0.223
H 11.029 -12.903 16.026  0.340
H 10.017 -12.737 14.572  0.541
H 12.251 -11.911 13.856  0.583
H 12.025 -13.484 13.119  -0.135
H 15.189 -13.970 14.598  0.346
H 14.788 -12.321 14.010  -0.200
H 14.405 -13.727 13.039  -0.405
C 15.935 -9.081 18.340  -1.722
C 15.478 -10.522 18.193  -0.160
N 13.971 -10.650 18.348  0.346
C 13.593 -12.146 18.134  -1.274
C 13.572 -10.403 19.818  -0.289
C 12.096 -10.467 20.165  -1.217
C 13.157 -9.701 17.361  -0.970
C 13.460 -9.913 15.891  0.013
O 14.695 -9.272 15.500  -0.350
C 14.839 -9.191 14.108  -0.939
H 15.157 -8.317 18.343  0.384
H 16.598 -8.739 17.545  0.334
H 16.470 -8.976 19.284  0.441
H 15.896 -11.211 18.926  0.790
H 15.759 -11.018 17.264  0.085
H 12.508 -12.137 18.232  0.470
H 14.170 -12.765 18.822  0.348
H 13.913 -12.346 17.111  0.271
H 14.025 -9.442 20.062  0.514
H 14.066 -11.188 20.389  0.361
H 11.901 -10.079 21.165  0.430
H 11.730 -11.493 20.125  0.320
H 11.490 -9.833 19.518  0.326
H 13.185 -8.655 17.666  0.426
H 12.123 -10.019 17.500  0.572
H 12.559 -9.528 15.413  0.738
H 13.553 -10.947 15.557  -0.344
H 13.931 -8.991 13.538  0.434
H 15.212 -10.098 13.632  0.167
H 15.433 -8.364 13.719  0.467
C 13.776 -12.925 8.997  -1.349
C 13.666 -13.889 10.186  0.727
N 14.072 -15.339 9.834  1.006
C 13.971 -16.098 11.206  -0.617
C 13.339 -15.950 8.619  -0.601
C 11.817 -15.792 8.720  -1.347
C 15.630 -15.281 9.548  0.108
C 16.267 -16.646 9.229  -1.523
O 15.978 -17.003 7.917  -0.409
C 16.720 -18.130 7.479  -0.860
H 13.214 -12.035 9.281  0.545
H 13.295 -13.224 8.065  0.234
H 14.758 -12.558 8.696  0.028
H 12.612 -14.013 10.438  0.491
H 14.145 -13.491 11.080  -0.669
H 14.606 -15.651 11.971  0.141
H 14.312 -17.102 10.951  0.347
H 12.909 -16.135 11.447  0.162
H 13.598 -17.008 8.582  0.481
H 13.708 -15.555 7.672  0.488
H 11.427 -14.777 8.636  0.286
H 11.467 -16.241 9.650  0.303
H 11.224 -16.269 7.940  0.437
H 16.076 -14.751 10.390  -0.349
H 15.710 -14.581 8.716  0.464
H 16.204 -17.421 9.993  0.431
H 17.337 -16.437 9.236  0.919
H 17.801 -18.062 7.602  0.325
H 16.666 -18.194 6.392  0.316
H 16.431 -19.065 7.958  0.325
C 23.278 -19.045 11.814  -0.901
C 21.951 -19.803 11.431  -0.485
N 21.131 -20.470 12.634  0.347
C 19.862 -21.125 12.088  -0.991
C 22.057 -21.577 13.244  -0.386
C 21.485 -22.421 14.414  -1.242
C 20.821 -19.468 13.791  -1.021
C 20.254 -18.093 13.350  0.612
O 19.287 -18.331 12.396  -0.485
C 18.646 -17.136 12.172  0.620
H 22.954 -18.025 12.023  0.170
H 24.073 -19.012 11.068  0.365
H 23.742 -19.566 12.651  0.244
H 22.116 -20.566 10.670  0.587
H 21.254 -19.067 11.031  0.343
H 19.119 -21.342 12.856  0.324
H 20.189 -21.971 11.484  0.407
H 19.417 -20.401 11.406  0.391
H 22.879 -21.037 13.714  0.323
H 22.351 -22.154 12.367  0.427
H 20.747 -23.193 14.194  0.320
H 21.082 -21.724 15.149  0.293
H 22.387 -22.834 14.866  0.427
H 21.746 -19.385 14.361  0.322
H 19.984 -19.919 14.325  0.432
H 21.071 -17.524 12.907  -0.051
H 19.852 -17.590 14.229  -0.193
H 18.037 -16.749 12.990  -0.091
H 17.947 -17.083 11.337  -0.526
H 19.410 -16.417 11.877  0.293
C 20.993 -13.376 18.876  -1.307
C 20.077 -14.219 17.970  -0.338
N 19.511 -13.498 16.751  0.951
C 18.245 -12.784 17.270  -1.704
C 20.476 -12.395 16.114  -0.444
C 20.001 -11.707 14.850  -1.802
C 19.031 -14.512 15.582  -0.078
C 18.188 -15.736 15.919  -1.068
O 17.077 -15.329 16.764  0.208
C 16.420 -16.439 17.418  -1.025
H 20.434 -12.593 19.389  0.320
H 21.824 -12.950 18.314  0.323
H 21.589 -13.915 19.612  0.415
H 19.279 -14.703 18.533  0.231
H 20.703 -14.951 17.459  0.360
H 17.521 -13.412 17.789  0.475
H 17.847 -12.292 16.382  0.517
H 18.530 -12.000 17.972  0.556
H 21.427 -12.888 15.914  0.717
H 20.755 -11.602 16.808  0.468
H 19.323 -10.934 15.212  0.514
H 19.536 -12.265 14.038  0.179
H 20.812 -11.084 14.472  0.493
H 19.972 -14.718 15.071  0.454
H 18.557 -13.776 14.932  -0.348
H 18.658 -16.475 16.569  0.657
H 17.816 -16.291 15.058  0.266
H 16.172 -17.276 16.765  0.342
H 15.551 -16.109 17.987  0.213
H 16.958 -16.895 18.250  0.384
C 14.693 -9.382 9.745  -1.281
C 15.593 -9.672 8.546  -0.069
N 16.922 -8.877 8.493  0.353
C 17.867 -9.487 9.561  -1.344
C 17.583 -9.116 7.091  -0.589
C 18.302 -10.436 6.771  -1.280
C 16.672 -7.364 8.662  -0.786
C 15.691 -6.746 7.603  -0.676
O 16.508 -6.365 6.496  -0.333
C 15.979 -5.429 5.513  -0.811
H 15.145 -9.427 10.736  0.194
H 13.861 -10.084 9.807  0.305
H 14.309 -8.363 9.773  0.417
H 15.088 -9.507 7.594  0.410
H 15.921 -10.711 8.544  0.143
H 17.523 -9.148 10.538  0.409
H 18.856 -9.059 9.396  0.439
H 17.933 -10.571 9.468  0.513
H 18.366 -8.376 6.930  0.493
H 16.813 -8.822 6.378  0.518
H 19.142 -10.600 7.446  0.303
H 18.624 -10.336 5.734  0.424
H 17.667 -11.284 7.028  0.211
H 17.674 -6.935 8.675  0.580
H 16.324 -7.174 9.678  0.525
H 15.234 -5.864 8.052  0.525
H 14.834 -7.298 7.219  0.419
H 16.526 -5.564 4.581  0.262
H 16.269 -4.452 5.898  0.304
H 14.895 -5.469 5.398  0.330
B 20.671 -13.637 7.990  0.301
F 20.028 -13.843 6.820  -0.409
F 22.006 -13.693 7.775  -0.370
F 20.314 -12.472 8.619  -0.263
F 20.569 -14.739 8.766  -0.247
C 22.283 -13.915 12.813  -0.043
C 22.413 -14.484 11.397  0.365
O 22.111 -15.647 11.041  -0.571
O 22.790 -13.874 10.375  -0.719
H 21.260 -13.594 13.011  -0.515
H 22.880 -13.026 13.015  0.430
H 22.590 -14.684 13.522  0.283
C 18.686 -12.790 11.255  -0.848
C 17.441 -12.757 12.082  0.632
O 16.760 -11.712 12.107  -0.831
O 17.041 -13.786 12.618  0.005
H 19.315 -11.924 11.458  0.531
H 18.517 -12.767 10.178  0.274
H 19.341 -13.638 11.455  -0.361